## P
Computed, not measured: a 2-piece molecular cluster, CH5N3 overall, with wB97M-V/def2-TZVPD.

total charge	0
HOMO level (alpha / beta)	-8.19 / -9.48	eV
molecular weight	59.1	g mol⁻¹
lowest unoccupied orbital energy (alpha / beta)	-0.104 / 0.557	eV
gap between HOMO and LUMO (alpha / beta)	8.086 / 10.035	eV

Each line ends with the Löwdin charge.
Positions of all 9 atoms, in Å:
C -1.775 -0.434 0.215  0.046
N 0.637 0.003 -0.138  -0.158
N 1.635 0.906 -0.642  -0.093
N 1.774 -0.493 -0.820  0.039
H -2.621 -0.552 -0.378  -0.049
H -1.544 0.684 0.457  0.034
H -1.113 -1.242 0.466  -0.028
H 0.598 -0.195 0.877  0.095
H 2.408 1.322 -0.037  0.114

=====

## Q
Computed, not measured: CH5N3 in the gas phase, with wB97M-V/def2-TZVPD.

total charge	0
HOMO level	-8.88	eV
molecular weight	59.1	g mol⁻¹
lowest unoccupied orbital energy	0.710	eV
gap between HOMO and LUMO	9.590	eV

Each line ends with the Löwdin charge.
Positions of all 9 atoms, in Å:
H -1.429 -1.604 -0.262  0.098
N -1.938 -0.567 0.017  -0.021
C -1.053 0.453 -0.046  -0.328
N 0.352 0.434 -0.153  -0.234
N 1.239 -0.505 -0.016  -0.071
H -1.468 1.510 0.067  0.108
H 0.709 1.586 0.096  0.208
H 1.707 -0.552 1.030  0.169
H 1.881 -0.755 -0.733  0.069

=====

According to the calculations, the structures order from most to least stable as Q, P.

=====

## P
Computed, not measured: CH5N3 in the gas phase, with wB97M-V/def2-TZVPD.

total charge	0
HOMO level (alpha / beta)	-8.61 / -8.61	eV
molecular weight	59.1	g mol⁻¹
lowest unoccupied orbital energy (alpha / beta)	0.594 / 0.593	eV
gap between HOMO and LUMO (alpha / beta)	9.206 / 9.205	eV

Each line ends with the Löwdin charge.
Positions of all 9 atoms, in Å:
C 0.397 -0.650 -0.785  -0.193
N -0.779 0.622 0.829  -0.175
N -1.333 1.572 1.542  0.070
N -0.616 0.263 -0.468  -0.048
H 0.052 -1.643 -1.044  0.062
H 0.697 -0.378 -1.797  0.068
H 1.323 -0.679 -0.116  0.099
H -0.144 0.277 1.480  0.101
H -1.847 2.168 0.943  0.017

=====

## Q
Computed, not measured: CH5N3 in the gas phase, with wB97M-V/def2-TZVPD.

total charge	0
HOMO level (alpha / beta)	-8.27 / -8.27	eV
molecular weight	59.1	g mol⁻¹
lowest unoccupied orbital energy (alpha / beta)	0.682 / 0.681	eV
gap between HOMO and LUMO (alpha / beta)	8.956 / 8.953	eV

Each line ends with the Löwdin charge.
Positions of all 9 atoms, in Å:
H 0.139 0.035 3.094  -0.075
N -0.310 0.401 2.268  -0.052
N 0.246 -0.241 0.889  -0.058
N -0.282 0.241 -0.100  -0.179
C 0.167 -0.294 -1.360  -0.071
H -0.943 1.012 0.227  0.169
H 0.080 -1.395 -1.541  0.100
H -0.333 0.337 -2.114  0.089
H 1.237 -0.096 -1.363  0.076

=====

According to the calculations, the structures order from most to least stable as P, Q.

=====

## P
Computed, not measured: a 2-piece molecular cluster, C2H3F2NO overall, with wB97M-V/def2-TZVPD.

total charge	0
HOMO level (alpha / beta)	-8.85 / -9.31	eV
molecular weight	95.0	g mol⁻¹
lowest unoccupied orbital energy (alpha / beta)	-2.048 / -0.796	eV
gap between HOMO and LUMO (alpha / beta)	6.798 / 8.513	eV

Each line ends with the Löwdin charge.
Positions of all 9 atoms, in Å:
C -1.396 -0.421 -0.663  -0.591
C 1.403 0.063 1.007  -0.105
N -0.601 0.595 -0.687  0.116
O -1.455 -1.359 0.096  -0.033
F 1.714 1.257 1.433  0.146
F 2.261 -0.435 0.161  0.150
H -2.172 -0.355 -1.487  0.131
H 0.772 -0.578 1.598  0.136
H -0.526 1.234 -1.458  0.049

=====

## Q
Computed, not measured: C2H3F2NO in the gas phase, with wB97M-V/def2-TZVPD.

total charge	0
HOMO level	-10.72	eV
molecular weight	95.0	g mol⁻¹
lowest unoccupied orbital energy	0.722	eV
gap between HOMO and LUMO	11.443	eV

Each line ends with the Löwdin charge.
Positions of all 9 atoms, in Å:
O -0.623 -1.546 0.330  -0.067
N 0.721 -1.235 0.268  0.019
C 0.815 0.025 0.036  -0.080
C -0.335 0.968 -0.140  -0.328
F -0.875 1.002 -1.403  0.055
F 0.202 2.247 0.078  0.014
H -0.669 -2.509 0.394  0.106
H 1.885 0.333 -0.106  0.140
H -1.121 0.715 0.543  0.140

=====

According to the calculations, the structures order from most to least stable as Q, P.

=====

## P
Computed, not measured: C19H19NO5 in the gas phase, with wB97M-V/def2-TZVPD.

total charge	0
HOMO level	-8.16	eV
molecular weight	341.4	g mol⁻¹
lowest unoccupied orbital energy	0.180	eV
gap between HOMO and LUMO	8.342	eV

Each line ends with the Löwdin charge.
Positions of all 44 atoms, in Å:
C -5.059 -3.271 0.870  -0.061
C -5.404 -1.792 0.937  -0.255
O -4.320 -1.079 0.375  -0.059
C -4.370 0.284 0.328  -0.201
C -5.425 1.063 0.776  -0.024
C -5.361 2.446 0.673  -0.092
C -4.251 3.058 0.126  -0.089
C -3.189 2.294 -0.327  -0.003
C -3.238 0.911 -0.232  -0.136
N -2.210 0.078 -0.667  0.169
C -1.031 0.391 -1.235  -0.388
O -0.622 1.497 -1.535  0.090
C -0.207 -0.871 -1.512  -0.293
O -0.703 -1.971 -1.497  0.135
C 1.243 -0.579 -1.762  -0.037
C 1.939 -0.283 -0.431  -0.323
O 1.335 -0.234 0.613  0.129
C 3.406 -0.074 -0.507  -0.143
C 4.104 0.075 -1.708  -0.038
C 5.469 0.273 -1.679  -0.069
C 6.165 0.320 -0.480  -0.013
C 5.480 0.173 0.723  -0.261
O 6.051 0.202 1.953  -0.075
C 7.441 0.402 2.050  -0.086
C 4.100 -0.019 0.695  0.073
H -5.869 -3.859 1.292  0.076
H -4.148 -3.466 1.430  0.079
H -4.900 -3.570 -0.162  0.079
H -5.557 -1.482 1.979  0.128
H -6.322 -1.588 0.369  0.127
H -6.301 0.606 1.207  0.103
H -6.192 3.038 1.027  0.101
H -4.205 4.133 0.049  0.102
H -2.315 2.756 -0.754  0.103
H -2.383 -0.915 -0.525  0.144
H 1.310 0.326 -2.370  0.131
H 1.735 -1.420 -2.251  0.139
H 3.593 0.051 -2.656  0.106
H 6.012 0.394 -2.604  0.107
H 7.232 0.473 -0.499  0.104
H 7.999 -0.400 1.556  0.096
H 7.739 1.368 1.629  0.096
H 7.666 0.391 3.115  0.094
H 3.564 -0.129 1.625  0.132

=====

## Q
Computed, not measured: C19H19NO5 as an isolated structure, with wB97M-V/def2-TZVPD.

total charge	0
HOMO level	-8.28	eV
molecular weight	341.4	g mol⁻¹
lowest unoccupied orbital energy	0.395	eV
gap between HOMO and LUMO	8.671	eV

Each line ends with the Löwdin charge.
Positions of all 44 atoms, in Å:
O -1.635 -2.115 3.662  0.204
C -0.635 -2.032 3.248  -0.512
N -0.356 -2.515 1.965  0.108
H 0.692 -2.251 1.687  0.204
C -1.162 -2.583 0.888  -0.383
C -2.493 -2.432 0.920  -0.168
H -2.931 -3.153 0.305  0.111
H -3.023 -2.502 1.932  0.161
C -2.811 -1.026 0.304  -0.069
H -2.609 -0.304 1.196  0.142
H -3.723 -1.036 -0.331  0.142
O -1.773 -0.884 -0.715  0.005
C -0.737 -1.644 -0.271  -0.282
O 0.307 -1.941 -1.040  0.019
H -0.976 -3.731 0.502  0.213
C 0.736 -1.353 3.814  -0.162
O 1.628 -0.667 3.113  -0.033
C 1.149 0.263 2.146  -0.324
C 1.751 0.495 1.122  -0.100
C 1.572 1.456 0.103  0.108
C 0.170 2.212 0.237  -0.458
C -0.460 1.722 1.185  -0.045
C -0.188 0.760 2.206  0.033
H -0.712 0.540 3.002  0.051
H -1.825 2.289 1.344  0.234
O -0.307 3.012 -0.537  0.004
C 0.561 3.539 -1.624  0.044
C 0.590 2.158 -2.769  -0.077
C 1.920 2.304 -3.620  0.006
C 2.052 1.239 -4.426  -0.082
C 0.994 0.146 -4.572  0.020
C -0.096 0.283 -3.678  -0.132
C -0.209 1.167 -2.771  -0.163
H -1.012 1.314 -2.055  0.139
H -0.661 -0.573 -3.691  0.084
H 1.182 -0.786 -5.300  0.141
H 2.676 1.347 -5.107  0.004
H 2.717 2.970 -3.548  0.081
H -0.102 4.172 -2.254  0.132
H 1.510 3.760 -1.611  0.040
H 2.298 1.694 -0.559  0.055
H 3.046 0.010 0.837  0.236
H 1.216 -2.083 4.309  0.084
H 0.310 -0.546 4.658  0.185

=====

According to the calculations, the structures order from most to least stable as P, Q.

=====

## P
Computed, not measured: an isolated ion of composition C3H8NO3 and charge +1, with wB97M-V/def2-TZVPD.

total charge	+1
HOMO level	-14.44	eV
molecular weight	106.1	g mol⁻¹
lowest unoccupied orbital energy	-4.049	eV
gap between HOMO and LUMO	10.394	eV

Each line ends with the Löwdin charge.
Positions of all 15 atoms, in Å:
N 0.192 -0.283 1.355  0.215
C 0.032 -0.435 -0.052  -0.463
O 0.249 -1.742 -0.342  0.123
C 1.518 0.512 -0.590  -0.012
O 2.444 0.304 0.119  0.130
C -1.274 0.123 -0.553  -0.164
O -1.337 1.509 -0.291  -0.033
H -0.191 -0.956 2.110  0.232
H 1.150 -0.472 1.575  0.133
H -0.112 0.730 1.733  0.255
H 0.889 -1.870 -0.964  0.080
H 1.302 1.035 -1.458  0.115
H -2.000 -0.334 -0.016  0.109
H -1.276 -0.189 -1.543  0.130
H -1.586 2.069 -1.083  0.150

=====

## Q
Computed, not measured: an isolated ion of composition C3H8NO3 and charge +1, with wB97M-V/def2-TZVPD.

total charge	+1
HOMO level	-15.12	eV
molecular weight	106.1	g mol⁻¹
lowest unoccupied orbital energy	-3.825	eV
gap between HOMO and LUMO	11.297	eV

Each line ends with the Löwdin charge.
Positions of all 15 atoms, in Å:
N -0.187 0.348 -1.491  0.201
C 0.400 -0.319 -0.276  -0.171
C 0.823 0.776 0.877  -0.110
O -0.088 1.854 0.562  -0.105
C -0.300 -1.381 0.437  -0.505
O 0.086 -1.739 1.545  0.114
O -1.421 -1.845 -0.167  0.125
H -0.925 -0.119 -2.019  0.164
H -0.705 1.272 -1.070  0.220
H 0.553 0.712 -2.165  0.205
H 1.557 -0.863 -0.504  0.257
H 1.804 1.264 0.582  0.142
H 0.782 0.208 1.887  0.161
H -0.377 2.252 1.411  0.135
H -2.003 -2.420 0.389  0.169

=====

## R
Computed, not measured: a 2-piece molecular cluster, C3H8NO3 overall, with wB97M-V/def2-TZVPD.

total charge	+1
HOMO level	-15.97	eV
molecular weight	106.1	g mol⁻¹
lowest unoccupied orbital energy	-2.831	eV
gap between HOMO and LUMO	13.144	eV

Each line ends with the Löwdin charge.
Positions of all 15 atoms, in Å:
C -2.642 1.068 1.328  -0.365
C 2.137 -0.544 -1.624  0.069
C 1.190 -0.558 -0.447  -0.428
N 1.282 -1.114 0.744  0.248
O -3.375 1.719 0.546  0.203
O 0.150 0.091 -0.640  0.119
O -1.731 0.323 1.072  0.063
H -2.967 1.237 2.473  0.213
H 2.434 -1.498 -1.806  0.064
H 1.788 0.074 -2.512  0.145
H 2.985 -0.066 -1.241  0.084
H -3.257 1.606 -0.410  0.167
H 2.147 -1.559 0.954  0.135
H 0.560 -0.920 1.439  0.147
H -0.700 0.142 0.124  0.137

=====

According to the calculations, the structures order from most to least stable as R, Q, P.